No. 1
DFT (ωB97M-V/def2-TZVPD) results for 14 unconnected molecules or ions with the total composition C50H137N9O16 at a distorted geometry.

Geometry as XYZ:
```
212
Properties=species:S:1:pos:R:3:lowdin_charge:R:1
C 3.784 4.001 2.579 -0.10
O 3.116 2.780 2.902 -0.23
C 3.424 2.274 4.174 -0.23
C 2.688 0.959 4.319 -0.21
N 2.779 0.248 5.578 -0.05
C 2.713 -1.210 5.373 -0.18
C 2.048 -1.957 6.551 -0.23
O 0.874 -1.309 6.886 -0.26
C 0.310 -1.456 8.184 -0.05
H 4.862 3.872 2.718 0.08
H 3.517 4.819 3.251 0.09
H 3.542 4.273 1.556 0.09
H 3.106 2.989 4.946 0.13
H 4.492 2.103 4.366 0.13
H 3.148 0.372 3.517 0.12
H 1.621 1.123 4.122 0.12
H 2.072 0.547 6.234 0.10
H 3.747 -1.497 5.202 0.12
H 2.055 -1.382 4.512 0.09
H 2.784 -1.913 7.368 0.13
H 1.900 -3.005 6.264 0.13
H 0.960 -0.893 8.862 0.09
H 0.489 -2.497 8.475 0.10
H -0.731 -1.160 8.185 0.09
C -2.097 -3.726 -0.616 -0.20
O -3.227 -3.214 -1.216 -0.12
C -3.031 -2.057 -1.975 -0.19
C -2.569 -2.394 -3.413 -0.21
N -3.697 -2.597 -4.323 -0.06
C -3.384 -3.407 -5.461 -0.21
C -3.290 -4.911 -5.166 -0.23
O -4.426 -5.310 -4.452 -0.18
C -4.286 -6.500 -3.726 -0.10
H -1.339 -2.966 -0.364 0.09
H -1.559 -4.459 -1.223 0.09
H -2.256 -4.162 0.426 0.02
H -2.226 -1.429 -1.580 0.06
H -3.995 -1.572 -2.142 0.13
H -1.752 -3.125 -3.368 0.05
H -1.990 -1.498 -3.674 0.08
H -4.407 -3.063 -3.766 0.12
H -2.450 -3.185 -5.984 0.13
H -4.156 -3.346 -6.236 0.12
H -2.367 -5.092 -4.593 0.10
H -3.096 -5.522 -6.057 0.13
H -5.162 -6.748 -3.132 0.09
H -3.484 -6.397 -2.979 0.08
H -3.973 -7.298 -4.408 0.09
C -1.706 -5.575 0.697 -0.11
C -1.019 -5.241 2.044 -0.33
C 0.395 -5.828 2.141 -0.21
O 1.065 -5.473 3.328 -0.17
C 2.364 -6.037 3.296 -0.11
N -1.061 -3.764 2.122 0.06
H -1.143 -5.151 -0.115 0.04
H -2.697 -5.139 0.769 0.09
H -1.875 -6.641 0.517 0.11
H -1.573 -5.618 2.907 0.15
H 0.916 -5.326 1.309 0.12
H 0.401 -6.910 1.980 0.13
H 2.847 -5.848 4.255 0.09
H 2.968 -5.591 2.503 0.07
H 2.350 -7.127 3.199 0.09
H -0.537 -3.445 2.947 0.05
H -0.539 -3.312 1.373 0.07
C 0.166 -4.108 -3.541 -0.04
C 0.953 -2.933 -2.930 -0.38
C 2.357 -2.733 -3.481 -0.20
O 3.210 -3.838 -3.315 -0.18
C 3.748 -4.077 -2.015 -0.09
N 0.222 -1.652 -3.149 0.03
H -0.879 -4.083 -3.257 0.01
H 0.592 -4.976 -3.027 0.09
H 0.256 -4.289 -4.611 0.10
H 0.984 -3.028 -1.842 0.12
H 2.833 -1.854 -3.025 0.13
H 2.309 -2.521 -4.553 0.13
H 4.568 -4.768 -2.188 0.09
H 3.002 -4.558 -1.374 0.08
H 4.067 -3.184 -1.473 0.07
H 0.213 -1.463 -4.151 0.10
H 0.773 -0.858 -2.827 0.06
C 6.455 1.732 0.709 -0.04
C 5.439 1.095 -0.254 -0.38
C 5.711 -0.353 -0.624 -0.21
O 6.709 -0.386 -1.621 -0.16
C 7.145 -1.704 -1.849 -0.12
N 4.067 1.280 0.296 0.05
H 6.087 1.545 1.722 0.07
H 6.288 2.814 0.678 0.07
H 7.488 1.513 0.459 0.08
H 5.321 1.717 -1.144 0.11
H 4.840 -0.971 -0.863 0.11
H 6.050 -0.813 0.319 0.13
H 7.514 -2.236 -0.965 0.09
H 7.881 -1.669 -2.649 0.09
H 6.351 -2.378 -2.197 0.07
H 3.548 0.496 0.680 0.05
H 4.165 1.867 1.119 0.04
C -2.794 2.316 -5.670 -0.06
C -3.097 1.039 -4.877 -0.42
C -4.512 1.224 -4.249 -0.18
O -4.436 2.356 -3.400 -0.24
C -5.651 3.036 -3.205 -0.10
N -3.047 -0.084 -5.799 0.05
H -3.466 2.325 -6.537 0.08
H -1.813 2.211 -6.132 0.07
H -3.025 3.216 -5.108 0.06
H -2.382 0.951 -4.057 0.13
H -4.733 0.337 -3.642 0.12
H -5.330 1.393 -4.957 0.12
H -6.297 2.425 -2.567 0.09
H -6.172 3.203 -4.156 0.09
H -5.509 4.026 -2.775 0.07
H -3.896 -0.037 -6.359 0.08
H -3.202 -0.943 -5.261 0.01
C -0.052 0.108 1.756 -0.01
C -0.451 -0.469 0.373 -0.38
C -1.542 0.302 -0.366 -0.18
O -1.046 1.586 -0.681 -0.18
C -2.073 2.520 -0.967 -0.09
N 0.755 -0.767 -0.436 0.09
H 0.635 -0.577 2.250 0.06
H -0.996 0.197 2.292 0.05
H 0.486 1.052 1.646 0.08
H -1.031 -1.374 0.574 0.07
H -2.415 0.390 0.291 0.11
H -1.856 -0.290 -1.236 0.08
H -1.585 3.424 -1.335 0.05
H -2.586 2.844 -0.059 0.08
H -2.732 2.224 -1.787 0.08
H 0.993 0.152 -0.812 0.05
H 0.425 -1.396 -1.171 0.03
C 3.526 2.866 -3.310 -0.06
C 2.282 3.202 -2.490 -0.40
C 1.020 3.342 -3.290 -0.21
O 0.884 4.565 -3.981 -0.17
C -0.176 4.549 -4.890 -0.13
N 2.005 2.035 -1.610 0.04
H 3.450 1.936 -3.880 0.08
H 4.507 2.782 -2.845 0.06
H 3.600 3.681 -4.039 0.08
H 2.570 4.059 -1.872 0.13
H 0.182 3.171 -2.606 0.10
H 0.930 2.551 -4.046 0.13
H -0.050 3.962 -5.805 0.09
H -0.494 5.572 -5.085 0.09
H -1.018 4.068 -4.374 0.05
H 2.795 1.856 -0.972 0.02
H 1.174 2.177 -1.043 0.04
C 0.465 4.629 2.516 -0.04
C -0.030 5.663 1.546 -0.42
C 1.120 6.197 0.690 -0.22
O 1.991 6.950 1.503 -0.17
C 3.020 7.569 0.766 -0.11
N -1.191 5.188 0.810 0.06
H 1.301 4.998 3.103 0.07
H 0.838 3.764 1.955 0.08
H -0.396 4.299 3.098 0.07
H -0.417 6.540 2.080 0.15
H 0.713 6.801 -0.132 0.12
H 1.591 5.351 0.163 0.12
H 2.667 7.787 -0.251 0.08
H 3.921 6.980 0.565 0.08
H 3.253 8.538 1.204 0.09
H -1.713 5.823 0.222 0.07
H -0.823 4.494 0.161 0.06
C 4.058 -3.021 2.644 -0.08
C 2.780 -2.647 1.908 -0.32
O 2.924 -1.382 1.319 -0.14
H 4.740 -2.213 2.906 0.07
H 4.666 -3.721 2.065 0.07
H 3.830 -3.519 3.589 0.06
H 1.935 -2.557 2.605 0.09
H 2.509 -3.427 1.187 0.10
H 2.221 -1.266 0.640 0.03
C -4.768 -1.483 2.783 -0.06
C -4.156 -1.243 1.401 -0.30
O -2.770 -1.527 1.365 -0.14
H -4.753 -2.541 3.024 0.08
H -5.722 -0.952 2.821 0.08
H -4.209 -0.868 3.494 0.05
H -4.450 -0.304 0.925 0.11
H -4.552 -1.916 0.623 0.10
H -2.512 -2.334 1.861 0.07
C -1.648 -0.735 5.341 -0.08
C -1.441 -2.242 5.308 -0.28
O -0.248 -2.590 4.637 -0.10
H -0.734 -0.148 5.439 0.08
H -2.339 -0.371 6.104 0.08
H -2.044 -0.394 4.381 0.03
H -2.339 -2.793 5.032 0.11
H -1.307 -2.559 6.354 0.09
H 0.482 -2.199 5.138 0.03
C -2.794 2.198 3.797 -0.09
C -3.670 2.977 2.785 -0.29
O -2.964 4.141 2.381 -0.11
H -2.554 2.901 4.600 0.08
H -1.849 1.821 3.412 0.05
H -3.363 1.397 4.272 0.05
H -4.620 3.289 3.211 0.11
H -3.800 2.259 1.966 0.09
H -2.107 3.851 2.051 0.02
C -3.381 6.763 -3.155 -0.07
C -2.609 5.613 -2.510 -0.32
O -3.062 5.457 -1.176 -0.09
H -4.379 6.426 -3.455 0.06
H -3.012 7.075 -4.134 0.07
H -3.466 7.548 -2.406 0.08
H -1.529 5.689 -2.663 0.11
H -2.726 4.711 -3.130 0.08
H -4.005 5.272 -1.214 0.10
```

Output
Electronic energy, eV: -100228.55970
Gap between HOMO and LUMO, eV: 8.965
E_HOMO, eV: -8.40



No. 2
DFT (ωB97M-V/def2-TZVPD) results for 20 unconnected molecules or ions with the total composition C50H150N30O20 at a distorted geometry.

Geometry as XYZ:
```
250
Properties=species:S:1:pos:R:3:lowdin_charge:R:1
C -9.779 -2.556 -18.924 -0.04
C -8.425 -2.958 -19.538 -0.40
C -7.143 -2.057 -19.436 -0.17
O -6.259 -2.770 -20.224 -0.27
C -4.938 -2.271 -20.195 -0.07
N -8.194 -4.210 -18.898 0.04
H -10.108 -1.621 -19.378 0.08
H -9.710 -2.450 -17.842 0.07
H -10.514 -3.317 -19.188 0.08
H -8.606 -3.227 -20.579 0.13
H -6.744 -2.112 -18.423 0.13
H -7.320 -1.056 -19.829 0.13
H -4.583 -2.559 -19.205 0.09
H -4.874 -1.197 -20.371 0.10
H -4.318 -2.873 -20.859 0.09
H -7.229 -4.490 -19.001 0.03
H -8.303 -4.119 -17.898 0.04
C -7.309 -14.484 -23.509 -0.05
C -8.548 -13.980 -24.269 -0.45
C -8.624 -14.384 -25.723 -0.23
O -9.853 -13.955 -26.259 -0.17
C -9.966 -14.167 -27.680 -0.10
N -9.673 -14.397 -23.490 0.05
H -6.489 -13.814 -23.767 0.05
H -7.028 -15.465 -23.893 0.08
H -7.311 -14.592 -22.424 0.07
H -8.528 -12.891 -24.231 0.11
H -8.554 -15.461 -25.873 0.13
H -7.701 -14.070 -26.212 0.12
H -10.724 -13.491 -28.075 0.09
H -10.108 -15.160 -28.107 0.09
H -9.200 -13.660 -28.268 0.07
H -10.349 -13.691 -23.744 0.06
H -10.023 -15.266 -23.869 0.08
C -9.225 -14.466 -14.726 -0.04
C -9.595 -13.053 -14.178 -0.38
C -9.651 -11.864 -15.225 -0.20
O -8.376 -11.704 -15.788 -0.24
C -8.206 -10.389 -16.415 -0.06
N -10.814 -13.201 -13.318 0.03
H -9.176 -15.207 -13.927 0.07
H -8.211 -14.507 -15.124 0.07
H -9.953 -14.786 -15.472 0.08
H -8.815 -12.716 -13.495 0.08
H -9.862 -10.947 -14.675 0.11
H -10.375 -12.001 -16.028 0.10
H -7.981 -9.638 -15.657 0.08
H -9.172 -10.137 -16.852 0.07
H -7.374 -10.322 -17.116 0.07
H -11.034 -12.297 -12.925 0.06
H -10.476 -13.810 -12.586 0.06
C 2.059 -7.290 -22.828 -0.06
C 1.590 -7.991 -21.541 -0.44
C 1.784 -9.498 -21.420 -0.16
O 0.922 -10.306 -22.290 -0.15
C -0.505 -10.161 -22.025 -0.10
N 2.246 -7.272 -20.468 0.04
H 2.024 -6.201 -22.830 0.06
H 1.363 -7.507 -23.638 0.07
H 3.104 -7.491 -23.063 0.08
H 0.532 -7.771 -21.395 0.11
H 1.717 -9.724 -20.356 0.10
H 2.823 -9.659 -21.709 0.12
H -0.924 -10.485 -21.072 0.07
H -1.092 -10.739 -22.738 0.07
H -0.999 -9.215 -22.247 0.05
H 3.240 -7.412 -20.583 0.07
H 2.137 -7.700 -19.560 0.02
C -5.412 -5.721 -18.081 -0.06
C -5.754 -6.345 -16.749 -0.36
C -7.264 -6.234 -16.429 -0.16
O -7.599 -4.882 -16.042 -0.19
C -8.996 -4.772 -15.795 -0.12
N -5.350 -7.773 -16.814 0.04
H -4.411 -5.953 -18.446 0.09
H -5.437 -4.631 -18.085 0.07
H -6.118 -6.027 -18.854 0.06
H -5.110 -5.924 -15.977 0.14
H -7.487 -6.882 -15.581 0.11
H -7.856 -6.556 -17.286 0.11
H -9.165 -4.896 -14.726 0.08
H -9.676 -5.483 -16.264 0.08
H -9.365 -3.779 -16.053 0.07
H -4.341 -7.800 -16.852 0.04
H -5.649 -8.205 -15.951 0.05
C -7.181 -12.575 -19.524 -0.02
C -8.705 -12.170 -19.282 -0.40
C -9.457 -11.930 -20.638 -0.18
O -10.705 -11.285 -20.633 -0.24
C -11.334 -11.160 -21.966 -0.05
N -9.285 -13.197 -18.503 0.06
H -7.013 -13.542 -19.996 0.08
H -6.535 -12.713 -18.657 0.03
H -6.643 -11.755 -20.000 0.05
H -8.773 -11.262 -18.682 0.09
H -9.657 -12.929 -21.025 0.12
H -8.812 -11.461 -21.380 0.11
H -12.266 -10.596 -21.998 0.09
H -11.649 -12.139 -22.326 0.09
H -10.593 -10.746 -22.649 0.09
H -10.196 -12.838 -18.256 0.06
H -8.737 -13.100 -17.661 0.05
C -7.058 -11.042 -12.920 -0.07
C -6.165 -10.000 -12.279 -0.42
C -6.273 -8.609 -12.842 -0.18
O -5.430 -8.326 -13.967 -0.23
C -4.021 -8.242 -13.752 -0.07
N -6.499 -9.946 -10.834 0.06
H -6.670 -11.315 -13.901 0.07
H -8.020 -10.602 -13.185 0.07
H -7.071 -12.004 -12.407 0.09
H -5.176 -10.398 -12.507 0.13
H -5.993 -7.875 -12.087 0.12
H -7.296 -8.406 -13.159 0.13
H -3.744 -7.285 -13.309 0.09
H -3.537 -8.201 -14.728 0.07
H -3.671 -9.065 -13.130 0.09
H -6.892 -9.016 -10.810 0.05
H -7.279 -10.545 -10.604 0.06
C -0.397 -4.627 -24.543 -0.05
C -1.746 -5.208 -25.038 -0.44
C -2.718 -5.694 -23.964 -0.20
O -2.198 -6.743 -23.148 -0.18
C -3.060 -7.190 -22.129 -0.11
N -2.351 -4.175 -25.796 0.03
H -0.470 -4.029 -23.635 0.08
H 0.059 -4.054 -25.351 0.07
H 0.390 -5.369 -24.406 0.05
H -1.427 -6.089 -25.595 0.14
H -3.510 -6.097 -24.595 0.09
H -3.195 -4.938 -23.339 0.11
H -4.000 -7.551 -22.546 0.07
H -3.237 -6.359 -21.445 0.09
H -2.825 -8.086 -21.554 0.06
H -1.871 -3.998 -26.667 0.08
H -2.274 -3.314 -25.274 0.07
C -12.175 -4.389 -13.740 -0.06
C -13.307 -5.442 -13.911 -0.42
C -12.788 -6.883 -14.283 -0.18
O -12.086 -6.822 -15.519 -0.20
C -11.555 -8.086 -15.911 -0.10
N -13.950 -5.451 -12.646 0.02
H -12.620 -3.394 -13.775 0.08
H -11.677 -4.471 -14.706 0.05
H -11.514 -4.603 -12.899 0.08
H -13.989 -5.111 -14.695 0.13
H -13.583 -7.629 -14.262 0.13
H -12.032 -7.151 -13.545 0.12
H -12.416 -8.733 -16.081 0.07
H -10.960 -8.498 -15.096 0.08
H -10.977 -8.056 -16.835 0.08
H -13.717 -6.305 -12.160 0.06
H -13.511 -4.861 -11.954 0.06
C -1.151 -10.642 -17.896 -0.04
C -1.164 -9.197 -17.503 -0.45
C -0.338 -8.205 -18.371 -0.13
O 1.028 -8.677 -18.383 -0.25
C 1.788 -8.181 -17.315 -0.11
N -2.472 -8.748 -17.280 0.05
H -0.206 -10.926 -18.358 0.08
H -1.872 -10.900 -18.673 0.07
H -1.216 -11.340 -17.062 0.06
H -0.645 -9.185 -16.544 0.13
H -0.479 -7.190 -17.997 0.13
H -0.819 -8.255 -19.348 0.12
H 1.751 -7.093 -17.267 0.10
H 2.811 -8.534 -17.443 0.10
H 1.550 -8.656 -16.363 0.08
H -3.019 -8.997 -18.092 0.07
H -2.847 -9.419 -16.625 0.03
C -6.112 -9.035 -20.247 -0.81
O -4.975 -9.240 -20.507 0.02
N -6.576 -8.572 -19.155 0.21
N -7.032 -9.315 -21.104 0.22
H -5.879 -8.324 -18.467 0.05
H -7.573 -8.422 -19.104 0.05
H -6.772 -9.629 -22.028 0.08
H -7.989 -9.205 -20.803 0.08
C -10.766 -7.295 -24.888 -0.82
O -11.061 -8.306 -25.509 0.02
N -9.656 -7.266 -24.247 0.19
N -11.442 -6.207 -24.871 0.17
H -9.224 -8.173 -24.346 0.07
H -9.504 -6.676 -23.441 0.08
H -11.018 -5.356 -24.530 0.11
H -12.185 -6.070 -25.542 0.12
C -3.749 -11.846 -22.041 -0.78
O -3.797 -12.898 -22.700 0.00
N -3.710 -10.623 -22.523 0.18
N -3.793 -11.848 -20.775 0.19
H -3.982 -9.938 -21.833 0.05
H -3.788 -10.560 -23.528 0.06
H -3.774 -12.763 -20.348 0.13
H -3.812 -10.990 -20.242 0.08
C -13.475 -10.335 -18.420 -0.81
O -13.848 -9.797 -19.386 0.10
N -14.298 -10.912 -17.586 0.15
N -12.282 -10.636 -17.931 0.16
H -15.235 -10.536 -17.616 0.12
H -13.759 -11.309 -16.830 0.10
H -12.157 -10.936 -16.975 0.08
H -11.531 -10.381 -18.557 0.09
C -7.037 -9.929 -24.305 -0.78
O -8.253 -9.803 -24.417 -0.01
N -6.475 -10.997 -23.893 0.23
N -6.223 -8.931 -24.223 0.21
H -6.946 -11.872 -23.712 0.09
H -5.473 -11.102 -23.964 0.09
H -6.514 -8.013 -24.530 0.09
H -5.226 -8.988 -24.072 0.08
C -10.091 -7.773 -20.079 -0.75
O -9.272 -8.387 -19.405 -0.02
N -10.897 -8.420 -20.889 0.21
N -10.205 -6.517 -20.204 0.21
H -11.624 -7.883 -21.339 0.12
H -10.955 -9.428 -20.855 0.05
H -10.788 -6.257 -20.986 0.12
H -9.525 -5.917 -19.758 0.08
C -6.647 -5.457 -22.994 -0.72
O -6.391 -6.027 -24.037 0.01
N -7.495 -5.955 -22.026 0.19
N -6.070 -4.363 -22.697 0.20
H -7.505 -5.452 -21.151 0.07
H -7.728 -6.938 -22.023 0.08
H -6.511 -3.846 -21.950 0.08
H -5.510 -3.915 -23.409 0.13
C -8.671 -10.557 -28.216 -0.79
O -8.465 -11.145 -29.288 -0.02
N -9.455 -9.528 -28.197 0.18
N -8.239 -10.897 -27.045 0.20
H -9.837 -9.247 -29.089 0.12
H -9.523 -9.083 -27.293 0.09
H -8.325 -10.314 -26.225 0.06
H -7.568 -11.653 -27.052 0.11
C -4.177 -11.977 -16.257 -0.78
O -3.858 -10.948 -15.742 0.05
N -5.404 -12.357 -16.528 0.20
N -3.286 -12.830 -16.639 0.18
H -6.205 -11.766 -16.360 0.07
H -5.553 -13.202 -17.061 0.10
H -2.322 -12.560 -16.506 0.09
H -3.555 -13.721 -17.032 0.12
C -3.974 -9.475 -26.321 -0.76
O -3.472 -10.332 -25.639 0.04
N -3.864 -8.181 -26.043 0.18
N -4.931 -9.757 -27.178 0.18
H -4.501 -7.464 -26.357 0.12
H -3.296 -7.985 -25.231 0.09
H -5.187 -10.726 -27.305 0.12
H -5.066 -9.083 -27.918 0.12
```

Output
Electronic energy, eV: -139934.19819
Gap between HOMO and LUMO, eV: 8.566
E_HOMO, eV: -8.61



The highest electronic energy belongs to which entry? C50H137N9O16



Which of these has the highest gap between HOMO and LUMO? C50H137N9O16



What is the formula in the first record? C50H137N9O16



Among the records above, which one has the lowest electronic energy? C50H150N30O20